(1)
{
  "formula": "C57H32BBrCaF6N10P",
  "method": "ωB97M-V/def2-TZVPD",
  "species": ["Ca", "C", "C", "C", "C", "C", "N", "C", "N", "C", "C", "C", "C", "C", "C", "C", "C", "N", "C", "N", "C", "N", "C", "N", "C", "N", "C", "C", "C", "C", "C", "C", "C", "C", "C", "C", "C", "C", "N", "C", "C", "H", "H", "H", "H", "H", "H", "H", "H", "H", "H", "H", "H", "H", "H", "H", "H", "F", "C", "C", "F", "C", "F", "C", "P", "C", "C", "C", "C", "C", "C", "C", "C", "C", "C", "C", "C", "C", "Br", "C", "F", "H", "H", "H", "H", "H", "H", "H", "H", "H", "H", "N", "C", "N", "C", "C", "C", "C", "C", "C", "H", "H", "H", "H", "H", "H", "F", "B", "F"],
  "coordinates": [[-0.78, -0.92, 1.08], [0.02, 2.01, -4.88], [-1.30, 2.33, -4.55], [-1.88, 1.82, -3.40], [-1.10, 1.01, -2.60], [-1.25, 0.43, -1.24], [-0.03, 0.45, -0.63], [0.72, -0.23, -1.80], [0.10, -1.60, -1.57], [0.71, -2.36, -0.60], [1.15, -3.74, -0.59], [0.61, -4.93, -1.06], [1.36, -6.08, -0.97], [2.66, -6.04, -0.42], [3.22, -4.86, 0.03], [2.46, -3.68, -0.03], [2.74, -2.28, 0.22], [3.71, -1.79, -0.67], [3.36, -1.12, -1.71], [2.03, -0.70, -2.24], [1.82, -1.41, -3.47], [0.76, -1.84, -4.10], [-0.57, -1.78, -3.71], [-0.94, -1.76, -2.39], [-2.20, -1.21, -2.12], [-2.28, -0.44, -0.90], [-2.79, -1.19, -3.40], [-4.08, -0.82, -3.83], [-4.35, -0.79, -5.17], [-3.36, -1.13, -6.14], [-2.10, -1.49, -5.76], [-1.78, -1.54, -4.38], [3.19, -1.62, -3.98], [3.59, -2.07, -5.23], [4.94, -2.25, -5.46], [5.86, -2.03, -4.43], [5.45, -1.61, -3.17], [4.10, -1.38, -2.96], [1.56, -1.58, 0.06], [0.17, 0.63, -2.96], [0.77, 1.15, -4.09], [0.46, 2.44, -5.77], [-1.86, 2.98, -5.20], [-2.90, 2.07, -3.12], [-0.39, -4.96, -1.48], [0.97, -7.02, -1.33], [3.23, -6.95, -0.36], [4.22, -4.84, 0.44], [-4.83, -0.55, -3.10], [-5.34, -0.51, -5.51], [-3.62, -1.09, -7.19], [-1.35, -1.74, -6.49], [2.85, -2.27, -6.00], [5.29, -2.58, -6.43], [6.92, -2.20, -4.62], [6.16, -1.47, -2.36], [1.79, 0.91, -4.35], [-7.79, 2.66, 3.23], [-6.49, 2.41, 3.17], [-5.57, 3.40, 3.45], [-6.00, 4.62, 3.80], [-4.22, 3.12, 3.38], [-3.39, 4.13, 3.69], [-3.74, 1.87, 3.02], [-1.94, 1.48, 2.84], [-1.23, 3.04, 2.23], [-0.09, 3.62, 2.77], [0.46, 4.76, 2.19], [-0.11, 5.31, 1.05], [-1.23, 4.71, 0.48], [-1.78, 3.58, 1.06], [-1.45, 1.34, 4.59], [-1.35, 2.41, 5.48], [-0.98, 2.19, 6.80], [-0.73, 0.90, 7.25], [-0.86, -0.17, 6.38], [-1.21, 0.05, 5.06], [-4.68, 0.87, 2.76], [-4.18, -0.90, 2.40], [-6.04, 1.14, 2.83], [-6.95, 0.20, 2.59], [0.39, 3.18, 3.63], [1.35, 5.20, 2.62], [0.32, 6.19, 0.60], [-1.67, 5.11, -0.42], [-2.64, 3.10, 0.60], [-1.55, 3.42, 5.14], [-0.89, 3.03, 7.47], [-0.43, 0.74, 8.28], [-0.68, -1.18, 6.72], [-1.30, -0.79, 4.37], [2.87, -0.76, 3.75], [1.58, -1.04, 3.43], [1.07, -0.19, 2.58], [2.10, 0.70, 2.28], [2.15, 1.75, 1.37], [3.33, 2.45, 1.26], [4.45, 2.12, 2.04], [4.43, 1.06, 2.93], [3.24, 0.36, 3.02], [3.46, -1.32, 4.34], [1.06, -1.90, 3.83], [1.29, 1.96, 0.74], [3.40, 3.27, 0.56], [5.36, 2.69, 1.92], [5.31, 0.79, 3.50], [-0.39, -3.71, 3.39], [-1.36, -3.03, 2.70], [-2.55, -3.67, 2.92]],
  "lumo_ev": 1.930,
  "fmax_ev_per_a": 0.84,
  "homo_energy_ev": -3.4262,
  "relative_energy_kcal_mol": 152.3,
  "molar_mass_g_mol": 1132.71,
  "homo_lumo_gap_ev": 5.4,
  "total_charge": -1
}

(2)
{
  "formula": "C26H32AlNO6",
  "method": "ωB97M-V/def2-TZVPD",
  "species": ["O", "C", "C", "H", "H", "C", "H", "H", "C", "H", "H", "H", "C", "H", "H", "H", "Al", "C", "C", "C", "H", "C", "C", "H", "H", "H", "H", "C", "C", "C", "H", "C", "C", "H", "H", "H", "H", "O", "C", "C", "H", "H", "C", "H", "H", "C", "H", "H", "H", "H", "O", "C", "O", "C", "C", "C", "C", "C", "C", "N", "O", "O", "H", "H", "H", "H"],
  "coordinates": [[0.01, -0.17, -5.59], [-0.07, 1.13, -6.28], [-0.22, 0.54, -7.67], [0.87, 1.68, -6.12], [-0.93, 1.71, -5.95], [-0.09, -0.80, -6.91], [0.60, 0.78, -8.34], [-1.21, 0.69, -8.11], [1.14, -1.55, -7.34], [2.04, -0.93, -7.30], [1.01, -1.86, -8.39], [1.28, -2.47, -6.74], [-1.33, -1.65, -7.05], [-2.23, -1.08, -6.78], [-1.24, -2.55, -6.42], [-1.42, -1.96, -8.10], [-0.47, -0.52, 2.72], [-2.55, -0.93, 2.58], [-2.29, 0.51, 2.74], [-2.12, 1.05, 1.41], [-2.50, 1.09, 3.64], [-2.36, 0.01, 0.48], [-2.64, -1.19, 1.17], [-2.94, -2.14, 0.73], [-2.89, -1.59, 3.37], [-1.97, 2.10, 1.18], [-2.41, 0.13, -0.60], [0.46, -2.47, 2.85], [-0.18, -3.17, 1.78], [0.16, -2.56, 0.56], [-0.77, -4.08, 1.89], [1.05, -1.49, 0.81], [1.30, -1.43, 2.23], [2.16, -0.97, 2.70], [0.56, -2.84, 3.87], [-0.15, -2.89, -0.43], [1.54, -0.87, 0.05], [0.79, 0.02, -2.09], [-0.42, -0.52, -2.70], [-1.30, 0.67, -3.13], [-0.94, -1.15, -1.95], [-0.14, -1.16, -3.54], [-0.30, 1.84, -3.18], [-2.02, 0.86, -2.32], [-1.84, 0.51, -4.07], [0.61, 1.46, -2.01], [-0.78, 2.82, -3.11], [0.28, 1.77, -4.10], [0.08, 1.70, -1.06], [1.59, 1.97, -2.00], [-0.49, -0.69, 4.71], [0.23, 0.39, 4.73], [0.44, 0.96, 3.56], [0.86, 0.92, 5.95], [1.78, 1.97, 5.82], [2.46, 2.46, 6.92], [2.23, 1.88, 8.18], [1.27, 0.84, 8.33], [0.60, 0.36, 7.22], [3.01, 2.29, 9.30], [3.87, 3.19, 9.14], [2.80, 1.74, 10.41], [1.96, 2.39, 4.84], [3.17, 3.28, 6.83], [1.09, 0.44, 9.33], [-0.11, -0.46, 7.32]],
  "lumo_ev": -1.523,
  "fmax_ev_per_a": 3.56,
  "homo_energy_ev": -8.0157,
  "relative_energy_kcal_mol": 0.0,
  "molar_mass_g_mol": 481.52,
  "homo_lumo_gap_ev": 6.5
}

(3)
{
  "formula": "C26H15BF7N5NiSSe",
  "method": "ωB97M-V/def2-TZVPD",
  "species": ["Ni", "N", "C", "S", "N", "N", "C", "C", "C", "C", "C", "C", "C", "C", "C", "C", "C", "C", "N", "H", "H", "H", "H", "H", "H", "H", "H", "H", "H", "H", "N", "C", "C", "C", "C", "C", "C", "C", "H", "H", "H", "H", "F", "C", "C", "F", "C", "F", "C", "Se", "C", "F", "C", "F", "F", "B", "F"],
  "coordinates": [[-0.25, -0.30, 0.11], [2.70, -0.13, 3.33], [1.86, -0.14, 2.23], [0.18, 0.03, 2.50], [2.48, -0.29, 1.08], [1.65, -0.33, 0.01], [2.23, -0.24, -1.18], [3.69, -0.13, -1.38], [4.59, -1.03, -0.80], [5.95, -0.93, -1.05], [6.45, 0.07, -1.88], [5.56, 0.99, -2.44], [4.20, 0.89, -2.19], [1.32, -0.25, -2.29], [1.72, -0.50, -3.62], [0.78, -0.53, -4.62], [-0.57, -0.34, -4.29], [-0.89, -0.15, -2.97], [0.02, -0.09, -1.99], [2.26, -0.40, 4.19], [3.61, -0.54, 3.15], [4.20, -1.81, -0.16], [6.63, -1.64, -0.60], [7.51, 0.14, -2.07], [5.94, 1.79, -3.06], [3.52, 1.62, -2.59], [2.77, -0.70, -3.83], [1.08, -0.72, -5.64], [-1.34, -0.34, -5.05], [-1.92, -0.03, -2.66], [-7.54, 0.05, -0.02], [-6.39, -0.04, 0.04], [-4.96, -0.16, 0.12], [-4.37, -1.32, 0.62], [-2.99, -1.45, 0.64], [-2.14, -0.44, 0.18], [-2.76, 0.73, -0.29], [-4.13, 0.88, -0.33], [-5.01, -2.12, 0.98], [-2.57, -2.37, 1.04], [-2.14, 1.56, -0.62], [-4.58, 1.80, -0.70], [-0.43, 8.88, -0.29], [-0.15, 7.55, -0.25], [1.14, 7.11, -0.01], [2.12, 8.02, 0.19], [1.42, 5.76, 0.02], [2.69, 5.42, 0.26], [0.45, 4.76, -0.20], [0.86, 2.93, -0.21], [-0.84, 5.27, -0.42], [-1.86, 4.43, -0.64], [-1.14, 6.61, -0.46], [-2.40, 7.04, -0.69], [0.10, -2.89, -1.04], [0.09, -2.16, 0.11], [0.37, -2.96, 1.17]],
  "lumo_ev": [4.479, 4.479],
  "fmax_ev_per_a": 0.90,
  "homo_energy_ev": [-0.6836, -0.6885],
  "relative_energy_kcal_mol": 0.0,
  "molar_mass_g_mol": 710.96,
  "homo_lumo_gap_ev": [5.2, 5.2],
  "total_charge": -2
}

(4)
{
  "formula": "C10H22AsN4PtS2",
  "method": "ωB97M-V/def2-TZVPD",
  "species": ["Pt", "N", "C", "C", "N", "H", "H", "H", "H", "H", "H", "H", "H", "C", "C", "C", "C", "N", "C", "S", "N", "H", "H", "H", "H", "H", "C", "As", "C", "C", "S", "H", "H", "H", "H", "H", "H", "H", "H", "H"],
  "coordinates": [[0.58, -0.68, -0.65], [0.96, -2.05, -2.45], [2.40, -2.32, -2.58], [3.16, -1.02, -2.39], [2.85, -0.47, -1.06], [0.41, -2.90, -2.41], [0.61, -1.51, -3.24], [2.64, -2.77, -3.55], [2.67, -3.03, -1.80], [2.84, -0.29, -3.13], [4.23, -1.19, -2.53], [3.06, 0.52, -1.02], [3.38, -0.92, -0.33], [-3.01, 4.62, -0.18], [-1.97, 3.75, -0.79], [-0.82, 4.27, -1.39], [0.07, 3.38, -1.94], [-0.13, 2.07, -1.92], [-1.23, 1.67, -1.30], [-1.51, -0.11, -1.24], [-2.17, 2.42, -0.75], [-3.42, 5.31, -0.92], [-2.59, 5.22, 0.63], [-3.82, 4.01, 0.21], [-0.65, 5.34, -1.42], [0.97, 3.73, -2.43], [-2.15, -1.09, 2.30], [-0.34, -1.63, 2.63], [-0.17, -3.46, 2.11], [-0.06, -1.56, 4.53], [1.08, -0.36, 1.67], [-2.80, -1.62, 2.99], [-2.41, -1.32, 1.27], [-2.24, -0.02, 2.45], [-0.98, -4.05, 2.55], [0.79, -3.84, 2.45], [-0.22, -3.51, 1.02], [-0.80, -2.17, 5.04], [-0.14, -0.52, 4.86], [0.94, -1.92, 4.75]],
  "lumo_ev": [-2.290, -4.203],
  "s2": 2.01,
  "multiplicity": 3,
  "fmax_ev_per_a": 0.51,
  "homo_energy_ev": [-9.7192, -11.2886],
  "relative_energy_kcal_mol": 0.0,
  "molar_mass_g_mol": 532.45,
  "homo_lumo_gap_ev": [7.4, 7.1],
  "total_charge": 1
}

(5)
{
  "formula": "C5H14NO",
  "method": "ωB97M-V/def2-TZVPD",
  "species": ["C", "C", "C", "C", "C", "N", "H", "H", "H", "H", "H", "H", "H", "H", "H", "H", "H", "H", "H", "H", "O"],
  "coordinates": [[0.17, -1.16, 1.10], [-0.74, 0.08, 1.40], [-1.07, 1.07, 0.25], [0.69, 2.76, 0.57], [0.07, 1.85, -0.25], [-0.01, -1.74, -0.25], [1.18, -0.70, 1.13], [0.11, -1.85, 1.92], [-0.19, 0.64, 2.16], [-1.67, -0.23, 1.89], [-1.61, 0.50, -0.52], [-1.74, 1.77, 0.79], [0.45, 2.97, 1.59], [1.53, 3.26, 0.06], [0.12, 1.87, -1.36], [0.89, -1.87, -0.84], [-0.71, -1.24, -0.77], [-0.28, -2.73, -0.16], [1.50, -2.28, -3.03], [0.62, -1.04, -3.01], [0.68, -1.94, -2.64]],
  "lumo_ev": [-9.089, -12.713],
  "s2": 0.75,
  "multiplicity": 2,
  "fmax_ev_per_a": 3.18,
  "homo_energy_ev": [-19.6962, -19.6973],
  "relative_energy_kcal_mol": 31.9,
  "molar_mass_g_mol": 104.17,
  "homo_lumo_gap_ev": [10.6, 7.0],
  "total_charge": 2
}

(6)
{
  "formula": "C5H3F4N",
  "method": "ωB97M-V/def2-TZVPD",
  "species": ["C", "C", "C", "C", "C", "N", "F", "F", "F", "F", "H", "H", "H"],
  "coordinates": [[-1.94, -0.33, -0.48], [0.72, -1.48, 0.11], [1.87, -0.93, -0.22], [-0.39, 1.63, 0.10], [-1.27, 0.48, 0.48], [-2.41, -1.06, -1.25], [0.41, -2.77, 0.02], [3.01, -1.51, -0.58], [2.11, 0.41, -0.21], [-1.49, 0.07, 1.71], [0.16, 1.35, -0.74], [0.33, 1.73, 0.87], [-1.12, 2.43, 0.17]],
  "lumo_ev": [-1.041, -1.978],
  "fmax_ev_per_a": 3.70,
  "homo_energy_ev": [-10.4371, -8.9973],
  "relative_energy_kcal_mol": 106.5,
  "molar_mass_g_mol": 153.08,
  "homo_lumo_gap_ev": [9.4, 7.0]
}